[1]
111
Properties=species:S:1:pos:R:3:lowdin_charge:R:1 method="wB97M-V/def2-TZVPD" total_charge=-2 relative_energy_ev=0.3091 gap_ev=5.60 largest_force_ev_per_a=1.2 lumo_ev=3.76
K 0.97614 1.94955 -0.68048 0.58
C 3.01463 2.35186 -6.95926 -0.08
C 2.70623 1.61870 -5.67892 -0.31
C 3.71583 1.21141 -4.80238 -0.06
C 3.44038 0.60646 -3.59512 -0.02
C 2.11517 0.33875 -3.14990 -0.28
N 1.80035 -0.18761 -1.93911 0.02
C 2.68228 -1.01921 -1.31886 -0.25
C 3.43602 -2.00960 -1.99898 -0.04
C 4.28575 -2.89006 -1.35490 -0.07
C 4.44532 -2.87719 0.02880 -0.31
C 5.34453 -3.85267 0.74524 -0.08
C 3.69538 -1.93869 0.72401 0.00
C 2.84700 -1.04062 0.09093 -0.12
N 2.15904 -0.11552 0.94500 -0.13
C 2.71841 0.83647 1.73414 -0.08
C 1.70686 1.40722 2.47079 -0.08
C 0.55178 0.72467 2.05048 -0.24
N 0.82066 -0.20399 1.14020 0.08
C 1.11122 0.78417 -4.04592 -0.16
C 1.40573 1.40130 -5.25865 -0.01
N -0.28173 0.66153 -3.71515 -0.10
C -1.22498 0.00882 -4.43055 -0.08
C -2.45355 0.35874 -3.91167 -0.08
C -2.14145 1.25752 -2.87168 -0.18
N -0.83212 1.42571 -2.75388 0.05
H 3.97225 2.03339 -7.37870 0.06
H 3.07521 3.43397 -6.80241 0.07
H 2.24718 2.17606 -7.71739 0.06
H 4.75367 1.40282 -5.06179 0.10
H 4.25656 0.35735 -2.93006 0.11
H 3.33875 -2.06025 -3.07695 0.11
H 4.83679 -3.61752 -1.94698 0.10
H 6.04010 -4.32682 0.04974 0.06
H 4.77905 -4.65201 1.23496 0.07
H 5.93953 -3.35947 1.51895 0.07
H 3.75618 -1.88558 1.80770 0.12
H 3.76812 1.06830 1.65219 0.12
H 1.75241 2.23059 3.16365 0.09
H -0.46539 0.90101 2.37098 0.08
H 0.57048 1.74181 -5.86524 0.12
H -0.93607 -0.64994 -5.23287 0.12
H -3.42430 -0.00920 -4.20873 0.08
H -2.80374 1.76014 -2.17964 0.09
Cl 5.38333 7.95000 -2.52849 0.56
C 4.72212 6.41909 -1.97171 -0.70
C 3.51136 5.96610 -2.47417 -0.16
C 3.00808 4.76140 -2.02946 -0.54
Cl 1.47757 4.20947 -2.67510 0.69
C 3.64757 3.90907 -1.06443 -0.52
O 3.17271 2.80808 -0.68010 -0.24
C 4.88563 4.46837 -0.60456 -0.58
Cl 5.78062 3.53763 0.57507 0.63
C 5.41318 5.67193 -1.03260 -0.17
H 2.95992 6.54477 -3.20367 0.09
H 6.35568 6.02127 -0.63396 0.09
C -2.30251 -1.26352 1.67575 -0.42
C -3.46081 -2.01005 2.30985 -0.44
As -2.99918 -3.07335 3.90661 1.27
C -1.85529 -1.66974 4.63014 -0.44
C -2.53464 -0.55335 5.11987 -0.15
C -1.85190 0.62154 5.40882 -0.08
C -0.47321 0.67939 5.25601 -0.11
C 0.21449 -0.44676 4.82516 -0.10
C -0.47246 -1.60943 4.49037 -0.11
C -1.66843 -4.28603 3.15018 -0.42
C -0.76777 -4.93774 3.99099 -0.15
C 0.14805 -5.85081 3.48388 -0.10
C 0.16883 -6.13660 2.12454 -0.10
C -0.73647 -5.50811 1.28135 -0.08
C -1.64942 -4.59293 1.79259 -0.11
P -2.64724 -0.05652 0.31543 1.10
C -3.80312 1.09756 1.14977 -0.37
C -3.25114 2.31998 1.53442 -0.10
C -3.99291 3.23612 2.27756 -0.07
C -5.30330 2.94600 2.61958 -0.10
C -5.87590 1.73716 2.22437 -0.10
C -5.13028 0.81871 1.50238 -0.13
C -3.72922 -1.01658 -0.80749 -0.38
C -4.87559 -0.49215 -1.40402 -0.11
C -5.56949 -1.20895 -2.37271 -0.10
C -5.13062 -2.46494 -2.76792 -0.11
C -3.98123 -2.99476 -2.19300 -0.09
C -3.28833 -2.27601 -1.23020 -0.10
H -1.49944 -1.92405 1.33831 0.06
H -1.81981 -0.63140 2.42940 0.04
H -3.99824 -2.64793 1.60152 0.06
H -4.19371 -1.30484 2.70645 0.04
H -3.61556 -0.57577 5.22056 0.09
H -2.39563 1.50948 5.70673 0.10
H 0.04406 1.61805 5.40551 0.08
H 1.28458 -0.39508 4.66383 0.10
H 0.07698 -2.43804 4.06459 0.09
H -0.76638 -4.72064 5.05321 0.10
H 0.85405 -6.33120 4.15107 0.10
H 0.89318 -6.83514 1.72385 0.10
H -0.72248 -5.71330 0.21774 0.10
H -2.33920 -4.10515 1.11288 0.08
H -2.22802 2.57971 1.27526 0.04
H -3.51487 4.16204 2.57939 0.10
H -5.88618 3.65656 3.19454 0.09
H -6.90332 1.51055 2.48824 0.09
H -5.58011 -0.11791 1.19686 0.09
H -5.22926 0.48895 -1.11191 0.10
H -6.45617 -0.77693 -2.82152 0.10
H -5.67282 -3.02276 -3.52194 0.09
H -3.61205 -3.96468 -2.50707 0.10
H -2.36752 -2.68444 -0.82519 0.10
S -0.33745 4.64275 1.24792 0.41
C -0.45891 3.94035 2.75828 -1.01
N -0.55603 3.45320 3.81881 0.02

[2]
110
Properties=species:S:1:pos:R:3:lowdin_charge:R:1 method="wB97M-V/def2-TZVPD" total_charge=-2 relative_energy_ev=0.2390 gap_ev="5.27 / 4.23" largest_force_ev_per_a=0.6 lumo_ev="3.53 / 2.81"
Cs -0.04903 0.09356 -0.84466 0.82
C 4.00484 4.57853 1.34066 -0.13
C 3.05843 5.59537 1.45843 -0.13
C 1.71899 5.33571 1.24546 -0.06
C 1.26405 4.04535 0.91822 -0.32
C 2.22786 3.02833 0.79177 -0.07
C 3.56924 3.30286 0.99911 -0.10
N -0.10073 3.90552 0.72354 0.00
N -0.49675 2.63975 0.66450 -0.13
C -1.80098 2.50544 0.24408 -0.47
C -2.51146 3.51993 -0.44062 -0.03
C -3.78999 3.26451 -0.87083 -0.10
C -4.37667 2.02520 -0.61732 -0.09
C -3.61415 1.09701 0.06510 -0.17
N -2.36235 1.29442 0.48158 -0.01
H 5.05660 4.78058 1.49955 0.08
H 3.37056 6.60184 1.71685 0.08
H 0.97582 6.12027 1.33034 0.09
H 1.94121 2.02325 0.51455 0.04
H 4.28608 2.49755 0.88219 0.10
H -2.01583 4.46171 -0.62024 0.09
H -4.33421 4.02591 -1.42031 0.10
H -5.37252 1.77529 -0.95485 0.09
H -4.04297 0.12783 0.29599 0.08
C 0.66490 -2.82061 3.02899 -0.39
C 0.93973 -1.32734 3.24618 -0.39
C -0.31764 -0.48254 3.43327 -0.41
Sb 0.07476 1.63457 3.65334 1.53
C -1.99440 2.19159 3.65487 -0.40
C -3.01491 1.27736 3.91262 -0.12
C -4.34677 1.66276 3.85963 -0.10
C -4.67964 2.97320 3.54267 -0.10
C -3.67318 3.89047 3.28022 -0.09
C -2.33971 3.50192 3.33595 -0.15
C 0.20564 1.49506 5.82498 -0.38
C -0.71235 2.07671 6.69767 -0.13
C -0.56114 1.97915 8.07606 -0.11
C 0.51545 1.29034 8.61673 -0.12
C 1.44436 0.70729 7.76470 -0.11
C 1.28907 0.81870 6.38899 -0.15
Sb -0.59145 -3.15773 1.31733 1.51
C -2.44249 -2.94518 2.38150 -0.38
C -3.39130 -2.06633 1.87352 -0.14
C -4.57978 -1.82346 2.55326 -0.10
C -4.82951 -2.46771 3.75533 -0.11
C -3.89456 -3.35994 4.26882 -0.10
C -2.71180 -3.59791 3.58290 -0.13
C -0.61205 -5.29001 1.37322 -0.38
C -1.38052 -5.95618 0.41863 -0.13
C -1.45420 -7.34101 0.41021 -0.09
C -0.74949 -8.08242 1.35006 -0.11
C 0.03374 -7.43315 2.29203 -0.11
C 0.10280 -6.04365 2.30007 -0.13
H 0.17650 -3.26031 3.90372 0.05
H 1.60364 -3.35326 2.85764 0.05
H 1.52521 -0.93375 2.40994 0.03
H 1.58508 -1.22191 4.12564 0.09
H -0.88604 -0.81623 4.30498 0.06
H -0.98586 -0.55123 2.56790 0.02
H -2.78618 0.24165 4.13585 0.08
H -5.12487 0.93125 4.04580 0.09
H -5.71890 3.27386 3.48072 0.09
H -3.92245 4.90732 3.00079 0.10
H -1.57051 4.21568 3.06036 0.09
H -1.57192 2.60803 6.30200 0.09
H -1.29284 2.44014 8.73001 0.09
H 0.63100 1.20880 9.69098 0.09
H 2.29412 0.17028 8.16997 0.09
H 2.04390 0.37078 5.74938 0.08
H -3.19468 -1.55005 0.94102 0.07
H -5.29773 -1.12060 2.14756 0.10
H -5.74953 -2.27600 4.29498 0.09
H -4.08713 -3.86846 5.20647 0.09
H -1.99395 -4.30164 3.99266 0.09
H -1.90505 -5.39641 -0.34981 0.10
H -2.04664 -7.83978 -0.34699 0.10
H -0.80105 -9.16480 1.33781 0.09
H 0.59625 -8.00524 3.02074 0.09
H 0.72102 -5.55382 3.04373 0.08
S 7.42619 -1.96651 -3.47123 0.45
C 5.98081 -1.43804 -2.86625 -1.55
S 5.33232 -1.95250 -1.36125 0.87
C 3.89441 -0.96125 -1.29352 -1.19
C 3.72954 -0.09635 -2.41994 -1.20
S 2.49879 0.98268 -2.70068 0.49
S 5.01534 -0.22993 -3.60509 0.87
S 2.90163 -1.10531 0.04159 0.47
C -0.07679 -5.70993 -2.77481 -0.16
C -1.23303 -5.37456 -3.46484 -0.14
C -1.72049 -4.07427 -3.49821 -0.06
C -1.05512 -3.01659 -2.82734 -0.33
C 0.13314 -3.38972 -2.13558 -0.12
C 0.60499 -4.68372 -2.11633 -0.13
N -1.38736 -1.69842 -2.83451 -0.06
C -2.60845 -1.23077 -3.22894 -0.34
C -3.85157 -1.88832 -3.05537 -0.06
C -5.04703 -1.28362 -3.40792 -0.13
C -5.08482 -0.00231 -3.94871 -0.15
C -3.87635 0.67027 -4.10815 -0.13
C -2.67676 0.08148 -3.75715 -0.06
H 0.28662 -6.72943 -2.74846 0.08
H -1.77579 -6.14442 -4.00666 0.09
H -2.60544 -3.85738 -4.08022 0.09
H 0.69719 -2.60709 -1.63810 0.02
H 1.51905 -4.90039 -1.57234 0.10
H -3.86884 -2.87047 -2.60128 0.09
H -5.97444 -1.82427 -3.24309 0.09
H -6.02460 0.46133 -4.22157 0.08
H -3.86376 1.68106 -4.50313 0.09
H -1.74622 0.62560 -3.87707 0.10

[3]
109
Properties=species:S:1:pos:R:3:lowdin_spin:R:1 method="wB97M-V/def2-TZVPD" s_squared=6.088 spin_multiplicity=5 total_charge=+3 gap_ev="7.14 / 8.34" largest_force_ev_per_a=0.5 lumo_ev="-8.68 / -7.56"
Mn -0.42227 -0.73727 0.38122 3.80
N -1.43056 0.84428 0.60509 0.06
S -1.96406 1.89975 1.48810 0.03
N -1.48703 1.99820 3.02552 0.01
S -0.08754 2.27795 3.63355 0.00
N 0.93502 1.14197 3.76759 0.01
S 1.40003 -0.19421 3.04876 0.04
N 0.82840 -0.62812 1.76357 0.06
C 3.15325 0.02283 2.95568 0.01
C 3.84515 0.44797 4.08525 0.00
C 5.21883 0.59311 3.99592 0.00
C 5.87355 0.31127 2.80077 0.00
C 5.16801 -0.12355 1.68984 0.00
C 3.78980 -0.27633 1.76227 0.00
C 1.19362 -1.40665 4.32130 0.00
C 1.89668 -2.59752 4.16230 0.00
C 1.70694 -3.60469 5.09207 0.00
C 0.82714 -3.41657 6.15064 0.00
C 0.14084 -2.22180 6.29664 0.00
C 0.32326 -1.19594 5.37834 0.00
C -0.44172 2.75036 5.29323 0.00
C -1.59534 2.27739 5.90763 0.00
C -1.80186 2.59265 7.24139 0.00
C -0.87074 3.35750 7.93083 0.00
C 0.28221 3.80721 7.30227 0.00
C 0.51288 3.50079 5.97015 0.00
C 0.72878 3.65326 2.89707 0.00
C 0.11838 4.90050 2.99429 0.00
C 0.75655 5.98810 2.42716 0.00
C 1.97563 5.81959 1.77957 0.00
C 2.56711 4.56922 1.69124 0.00
C 1.94596 3.46447 2.25735 0.00
C -3.71535 1.78991 1.72124 0.01
C -4.34087 2.08232 2.92497 0.00
C -5.72506 2.00632 2.98774 0.00
C -6.45719 1.66071 1.86121 0.00
C -5.81705 1.38972 0.65902 0.00
C -4.43573 1.45426 0.57826 0.00
C -1.73868 3.48925 0.73241 0.00
C -0.67766 3.63610 -0.14915 0.00
C -0.49770 4.86915 -0.75973 0.00
C -1.37601 5.91111 -0.50245 0.00
C -2.43847 5.74148 0.37569 0.00
C -2.62717 4.52339 1.00864 0.00
H 3.31947 0.65452 5.00776 0.00
H 5.78280 0.91878 4.85883 0.00
H 6.94747 0.42290 2.74217 0.00
H 5.69282 -0.35383 0.77253 0.00
H 3.19850 -0.63728 0.93047 0.00
H 2.59110 -2.71409 3.34012 0.00
H 2.25336 -4.53296 5.00019 0.00
H 0.68622 -4.20631 6.87540 0.00
H -0.52908 -2.08300 7.13378 0.00
H -0.18346 -0.24754 5.49272 0.00
H -2.30080 1.67239 5.35761 0.00
H -2.69333 2.24098 7.74157 0.00
H -1.04431 3.60516 8.96893 0.00
H 1.00316 4.40012 7.84726 0.00
H 1.40836 3.84590 5.47177 0.00
H -0.82129 5.01639 3.51724 0.00
H 0.31086 6.97039 2.49851 0.00
H 2.47478 6.67775 1.35070 0.00
H 3.52268 4.45528 1.19858 0.00
H 2.40837 2.48789 2.22128 0.00
H -3.76169 2.37289 3.78688 0.00
H -6.23251 2.22609 3.91654 0.00
H -7.53594 1.61129 1.91822 0.00
H -6.39464 1.13920 -0.21990 0.00
H -3.91788 1.26062 -0.35233 0.00
H -0.03127 2.79559 -0.36488 0.00
H 0.32069 5.00980 -1.45253 0.00
H -1.24022 6.86164 -1.00019 0.00
H -3.12850 6.55343 0.55835 0.00
H -3.46057 4.38043 1.68295 0.00
N -0.09809 -2.68077 -2.02953 -0.01
P 0.99856 -1.68876 -1.22339 -0.04
C 2.51522 -2.56520 -0.96494 0.00
C 2.59827 -3.37038 0.17650 0.00
C 3.74043 -4.11856 0.39288 0.00
C 4.79126 -4.05615 -0.51707 0.00
C 4.70773 -3.25064 -1.64498 0.00
C 3.56738 -2.49861 -1.87761 0.00
C 1.24644 -0.20431 -2.20935 0.00
C 0.30305 0.15867 -3.17375 0.00
C 0.43293 1.36713 -3.83972 0.00
C 1.49072 2.21634 -3.53701 -0.01
C 2.42160 1.86590 -2.56862 0.00
C 2.29934 0.66040 -1.89611 0.00
C -1.44248 -2.59951 -1.73670 0.01
C -2.38977 -3.35333 -2.43421 0.00
C -3.71483 -3.22696 -2.09577 0.01
C -4.09240 -2.34709 -1.07592 0.00
C -3.11613 -1.62959 -0.44261 0.01
N -1.80215 -1.74938 -0.75798 -0.01
H 0.19470 -3.34186 -2.73643 0.00
H 1.77612 -3.40011 0.88165 0.00
H 3.81802 -4.75688 1.26224 0.00
H 5.68156 -4.64551 -0.34602 0.00
H 5.52825 -3.21558 -2.34798 0.00
H 3.49360 -1.87310 -2.75865 0.00
H -0.51430 -0.50604 -3.41915 0.00
H -0.27937 1.64325 -4.60428 0.00
H 1.59304 3.15017 -4.07340 0.00
H 3.25278 2.52172 -2.34922 0.00
H 3.03535 0.38197 -1.15148 0.00
H -2.07115 -4.01830 -3.22394 0.00
H -4.46086 -3.80548 -2.62287 0.00
H -5.12484 -2.22916 -0.78574 0.00
H -3.34320 -0.92638 0.34611 0.00